ORCA calculation (ωB97M-V/def2-TZVPD) on C25H29N7O4Pd as an isolated structure.

CARTESIAN COORDINATES (ANGSTROEM)
Pd  -0.1986  -0.2593  0.4313
C  4.1999  -1.5184  1.4980
C  2.8686  -1.1969  0.9455
N  1.9404  -0.4668  1.5523
N  2.2104  -0.0448  2.7422
C  1.0747  0.7116  3.2561
O  -0.0026  0.5895  2.7063
C  1.3697  1.5678  4.3933
C  2.6132  1.5160  5.0301
C  2.8618  2.3460  6.1100
C  1.8796  3.2227  6.5469
C  0.6383  3.2771  5.9156
C  0.3807  2.4504  4.8431
C  2.4151  -1.7184  -0.3625
C  3.1165  -2.7888  -0.9695
C  2.6971  -3.2693  -2.2160
C  1.5654  -2.7673  -2.7683
C  0.7073  -1.7831  -2.0306
N  1.3481  -1.1601  -0.8844
H  4.4040  -0.9346  2.3886
H  4.2439  -2.5797  1.7646
H  4.9753  -1.3437  0.7497
H  3.3692  0.8223  4.6933
H  3.8171  2.3083  6.6143
H  2.0765  3.8699  7.3914
H  -0.1182  3.9617  6.2732
H  -0.5788  2.4695  4.3439
H  3.9835  -3.1998  -0.4760
H  3.2847  -4.0123  -2.7373
H  1.2396  -3.0640  -3.7545
H  0.4603  0.2304  -2.6154
C  -1.3261  -2.0735  -5.8920
N  -0.9785  -2.0624  -4.4532
C  -1.4272  -3.0728  -3.6711
C  -1.3444  -3.2605  -2.3240
C  -0.5653  -2.4760  -1.4357
O  -0.8178  -2.3412  -0.2323
N  0.2557  -0.7156  -2.9011
C  -0.5603  -0.7782  -3.9912
O  -0.8847  0.2165  -4.5886
H  -1.7143  -3.0560  -6.1411
H  -0.4323  -1.8802  -6.4799
H  -2.0675  -1.3087  -6.1026
H  -2.0011  -3.8027  -4.2303
H  -1.9746  -4.0225  -1.8870
C  -2.6460  1.9089  1.3987
C  -1.4670  2.4759  0.6956
N  -0.4597  1.8085  0.1536
C  0.4306  2.7371  -0.3552
C  -0.0596  3.9788  -0.1327
N  -1.2531  3.7933  0.5270
H  -2.6748  0.8259  1.2899
H  -3.5719  2.3019  0.9775
H  -2.6162  2.1436  2.4624
H  1.3447  2.4504  -0.8460
H  0.3143  4.9551  -0.3842
H  -1.8815  4.5220  0.8268
C  -4.6540  0.2924  -1.4285
C  -3.4888  -0.6572  -1.5801
O  -2.2333  -0.0195  -1.2639
H  -5.5786  -0.1821  -1.7562
H  -4.5111  1.1837  -2.0449
H  -4.7825  0.5977  -0.3899
H  -3.4430  -1.0581  -2.5958
H  -3.5645  -1.4975  -0.8910
H  -2.2086  0.8372  -1.7082

Cartesian forces (eV/Å) of the 3 atoms listed first:
Pd 0.58 -0.17 -0.28
C 0.04 -0.05 0.08
C -0.28 0.05 -0.32

<S²>: 6.0733
Orbital gap (spin up / spin down): 7.80 / 6.02 eV
Charge: +2
Spin multiplicity: 5

These are the Löwdin partial charges, in e, on atoms 1 to 2: 1.18 0.01